[1]
# C20H44BrCaCl2MgNNaO13P

A molecular structure, C20H44BrCaCl2MgNNaO13P (wB97M-V/def2-TZVPD, the Open Molecules 2025 dataset).

Results
Frontier orbital gap, Eh: 0.035
Charge: +2
HOMO, eV: -11.45
LUMO, eV: -10.499
DFT total energy, eV: -182199.690
Multiplicity: 1

Atoms and positions in Å:
1 O 5.762 -3.146 -2.364
2 P 5.128 -1.700 -2.911
3 O 5.832 -0.637 -1.845
4 C 3.259 -1.884 -2.222
5 C 2.496 -0.571 -2.108
6 C 1.265 -0.804 -1.220
7 C 0.450 -2.106 -1.459
8 C 1.055 -3.168 -2.387
9 N 2.331 -2.741 -3.077
10 H 5.204 -3.537 -1.624
11 H 6.674 -1.012 -1.532
12 H 3.247 -2.299 -1.211
13 H 3.186 0.149 -1.652
14 H 2.248 -0.189 -3.106
15 H 0.597 0.047 -1.278
16 H 1.636 -0.810 -0.201
17 H -0.546 -1.877 -1.808
18 H 0.320 -2.567 -0.488
19 H 1.178 -4.163 -1.847
20 H 0.349 -3.375 -3.182
21 H 2.824 -3.651 -3.499
22 H 2.081 -2.192 -3.900
23 C 6.628 6.782 -0.128
24 C 5.464 6.380 -0.974
25 O 5.854 5.327 -1.914
26 C 5.983 4.127 -1.453
27 O 5.777 3.749 -0.310
28 O 6.452 3.358 -2.462
29 C 6.792 2.012 -2.131
30 H 7.499 7.050 -0.875
31 H 6.379 7.632 0.508
32 H 6.980 5.969 0.511
33 H 5.131 7.228 -1.565
34 H 4.620 6.065 -0.380
35 H 5.946 1.481 -1.668
36 H 7.653 1.976 -1.466
37 H 7.081 1.517 -3.073
38 C -2.504 -6.126 1.657
39 C -2.062 -4.986 0.806
40 C -3.066 -3.901 0.513
41 O -2.601 -3.409 -0.770
42 C -1.981 -4.446 -1.385
43 O -1.651 -4.445 -2.535
44 O -1.762 -5.444 -0.543
45 H -1.659 -6.792 1.780
46 H -2.833 -5.782 2.637
47 H -3.309 -6.707 1.202
48 H -1.152 -4.562 1.237
49 H -3.048 -3.109 1.261
50 H -4.088 -4.268 0.403
51 Br 7.179 -2.812 -4.263
52 Cl 8.691 6.963 -2.228
53 Ca 5.077 0.962 -3.829
54 C -3.676 -0.771 3.083
55 O -2.865 -1.786 2.977
56 H -4.497 -0.732 2.303
57 H -4.268 -0.731 4.034
58 H -3.214 0.232 3.006
59 O 0.741 -8.450 2.790
60 Cl 1.343 -7.173 2.579
61 O 0.262 -6.220 2.296
62 O 2.239 -7.196 1.469
63 O 2.005 -6.717 3.765
64 Na 3.968 4.768 0.118
65 C -7.682 1.746 3.462
66 C -6.981 1.910 2.116
67 C -5.786 2.861 2.164
68 C -6.116 4.305 2.543
69 C -7.136 4.990 1.637
70 C -6.674 5.119 0.188
71 H -8.104 2.687 3.813
72 H -8.501 1.031 3.384
73 H -6.989 1.380 4.223
74 H -7.701 2.244 1.365
75 H -6.628 0.927 1.783
76 H -5.286 2.847 1.190
77 H -5.054 2.474 2.884
78 H -5.188 4.886 2.536
79 H -6.478 4.337 3.573
80 H -7.330 5.988 2.033
81 H -8.091 4.459 1.671
82 H -5.738 5.678 0.127
83 H -7.418 5.650 -0.406
84 H -6.522 4.143 -0.277
85 Mg 3.322 -4.443 -2.069



[2]
# C20H44N4

C20H44N4 in the gas phase (wB97M-V/def2-TZVPD, the Open Molecules 2025 dataset).

Results
Relative energy (zero: lowest compared OMol25 entry of this formula, charge and spin), kcal per mole: 0.0
SMILES: CC[C@H](C)[C@@H](CN[C@H](CCCCNC)CNC)NCC1CCCC1
Frontier orbital gap, Eh: 0.341
HOMO, eV: -8.36
LUMO, eV: 0.921
DFT total energy, eV: -27414.563
Multiplicity: 1

Atoms and positions in Å:
1 C 4.111 -2.816 0.738
2 C 2.620 -3.052 0.529
3 C 2.024 -2.388 -0.723
4 C 2.729 -2.860 -1.994
5 C 2.028 -0.852 -0.581
6 C 1.413 -0.135 -1.804
7 N -0.017 -0.360 -1.826
8 C -0.786 0.487 -2.717
9 C -2.226 0.559 -2.187
10 C -2.262 1.249 -0.825
11 C -3.645 1.207 -0.183
12 C -3.647 1.869 1.191
13 N -4.944 1.726 1.826
14 C -5.008 2.351 3.130
15 C -0.724 0.005 -4.180
16 N -1.062 -1.404 -4.267
17 C -0.891 -1.947 -5.598
18 N 1.326 -0.515 0.645
19 C 1.493 0.840 1.127
20 C 0.784 1.003 2.474
21 C 1.320 -0.001 3.515
22 C 1.749 0.830 4.727
23 C 2.127 2.177 4.121
24 C 1.034 2.395 3.079
25 H 4.441 -3.330 1.638
26 H 4.323 -1.758 0.859
27 H 4.692 -3.195 -0.099
28 H 2.441 -4.128 0.462
29 H 2.077 -2.671 1.395
30 H 0.978 -2.707 -0.771
31 H 2.127 -2.656 -2.875
32 H 2.895 -3.934 -1.947
33 H 3.691 -2.367 -2.112
34 H 3.065 -0.509 -0.483
35 H 1.575 0.942 -1.688
36 H 1.931 -0.443 -2.724
37 H -0.211 -1.327 -2.071
38 H -0.361 1.498 -2.679
39 H -2.621 -0.452 -2.080
40 H -2.853 1.102 -2.897
41 H -1.542 0.752 -0.173
42 H -1.945 2.289 -0.938
43 H -4.366 1.713 -0.830
44 H -3.971 0.172 -0.068
45 H -3.342 2.928 1.094
46 H -2.914 1.374 1.836
47 H -5.659 2.124 1.222
48 H -6.011 2.228 3.534
49 H -4.760 3.424 3.117
50 H -4.302 1.847 3.791
51 H -1.370 0.643 -4.810
52 H 0.303 0.114 -4.544
53 H -2.025 -1.536 -3.970
54 H -1.185 -2.995 -5.594
55 H -1.477 -1.418 -6.366
56 H 0.163 -1.882 -5.871
57 H 0.338 -0.698 0.491
58 H 2.566 1.019 1.255
59 H 1.103 1.602 0.430
60 H -0.286 0.849 2.307
61 H 0.572 -0.747 3.780
62 H 2.175 -0.528 3.092
63 H 2.568 0.369 5.276
64 H 0.909 0.961 5.411
65 H 3.101 2.106 3.635
66 H 2.168 2.977 4.860
67 H 0.130 2.757 3.571
68 H 1.320 3.123 2.320